The following is a DFT calculation (ωB97M-V/def2-TZVPD) of C68H128N8O8 as an isolated structure at a distorted geometry.

Its total energy is -100798.1653 eV. The total charge is +6. Its HOMO energy is -12.30 eV. The value obtained for the orbital gap is 1.08 eV. The calculation puts the LUMO energy at -0.412 Eh. As for the multiplicity: 1.

```
212
Properties=species:S:1:pos:R:3:lowdin_charge:R:1
C -4.44393 6.62607 -0.59671 0.0090
C -5.75040 6.92044 -1.15080 -0.3021
C -6.98404 5.82178 -1.00498 -0.0640
N -8.33228 6.18124 -1.67285 -0.2299
C -9.02701 7.35875 -0.90796 0.0931
C -9.09605 4.96967 -1.52981 -0.2244
C -8.93381 4.21948 -2.68935 -0.1022
C -8.29227 4.90158 -3.66925 -0.2111
C -8.08902 6.32960 -3.18440 -0.0307
H -4.27976 5.69632 0.03138 0.0752
H -5.11074 7.73499 1.11860 0.1056
H -3.50632 7.27371 -0.70392 0.0937
H -5.85487 7.42089 -2.26899 0.1546
H -5.65116 7.72361 -0.27553 0.0152
H -7.33258 5.62103 0.02845 0.1280
H -6.70774 4.88075 -1.49971 0.1323
H -8.94003 6.98084 0.10322 0.1058
H -10.06653 7.45777 -1.21759 0.1167
H -8.52225 8.28532 -1.02614 0.0971
H -10.16816 5.11602 -1.36881 0.1564
H -8.78790 4.27523 -0.63588 0.1840
H -11.91199 -7.71977 -3.34968 0.0139
H -9.36894 3.23007 -2.90277 0.1489
H -8.91923 4.78825 -4.69152 0.1916
H -7.63750 4.29947 -4.25973 0.1183
H -8.79237 7.01451 -3.58545 0.1351
H -7.17426 6.77024 -3.43786 0.0899
C -3.14104 -6.48623 5.01294 -0.0771
C -4.55364 -6.88922 5.61357 -0.1884
C -5.00913 -8.19132 4.79932 -0.0937
N -6.44327 -8.72171 5.15894 -0.2751
C -7.50138 -7.74327 4.63535 0.0432
C -6.54640 -8.99023 6.66681 -0.0947
C -7.73072 -9.96237 6.77424 -0.1257
C -7.62793 -10.86632 5.47919 -0.1025
C -6.64279 -10.08849 4.58068 -0.1238
H -2.50404 -7.35800 5.17742 0.0758
H -2.75565 -5.66351 5.61014 0.0602
H -3.19959 -6.18140 3.95490 0.0435
H -5.34677 -6.10021 5.48904 0.1152
H -4.50489 -7.10666 6.65577 0.0811
H -4.34535 -9.03808 5.02436 0.1263
H -4.99231 -7.93835 3.72115 0.1273
H -7.11429 -7.28070 3.72070 0.1099
H -7.59530 -6.98378 5.43829 0.1087
H -8.48898 -8.20574 4.55174 0.1126
H -6.67633 -8.01666 7.13726 0.1258
H -5.58416 -9.47560 6.97516 0.1569
H -8.73406 -9.43545 6.80174 0.1321
H -7.77541 -10.52579 7.70669 0.1197
H -8.58285 -10.97375 5.00424 0.1103
H -7.18360 -11.79186 5.75763 0.1072
H -6.93687 -9.96113 3.53430 0.1394
H -5.69126 -10.64845 4.60170 0.1361
C 12.64679 1.08432 4.76228 0.0380
N 11.95093 0.87835 3.48257 -0.0750
C 11.97680 1.85511 2.55406 0.0368
C 11.40992 1.61374 1.33152 0.0325
C 10.73284 0.45745 1.04319 -0.1415
C 10.56819 -0.45627 2.08090 0.0644
C 11.21093 -0.25692 3.29106 0.0515
C 10.27916 0.23588 -0.33522 -0.1619
C 11.26726 0.26981 -1.30348 0.0677
C 10.91353 0.03037 -2.64558 0.0590
N 9.64700 -0.29084 -2.96530 -0.0545
C 8.72139 -0.38096 -1.97226 0.0224
C 8.99317 -0.10193 -0.66097 0.0473
C 9.17063 -0.60797 -4.33405 0.0502
H 12.83938 0.09423 5.15318 0.1042
H 12.05138 1.71825 5.46361 0.1390
H 13.65340 1.46325 4.61014 0.1166
H 12.59311 2.73614 2.75115 0.1698
H 11.61287 2.36722 0.58183 0.1468
H 10.03242 -1.37999 2.00828 0.1373
H 11.11516 -0.91817 4.15893 0.1648
H 12.32863 0.49009 -1.09509 0.1581
H 11.58528 0.16131 -3.49432 0.1646
H 7.76498 -0.75186 -2.29470 0.1516
H 8.20438 -0.14960 0.16470 0.1766
H 8.65716 0.20882 -4.81800 0.1173
H 8.54196 -1.47444 -4.31991 0.1076
H 9.96419 -0.81946 -5.02323 0.1068
C 10.34426 9.92877 -0.21542 0.2026
C 5.47699 11.24002 3.88176 -0.2391
C 6.05058 10.82539 2.63588 0.1010
C 1.96552 12.69739 5.20669 0.1402
C 2.48807 11.80335 4.38536 -0.0889
C 3.01476 10.43804 4.89460 -0.4241
N 4.50380 10.20424 4.37300 -0.1684
O 4.89573 8.99152 4.33215 -0.0593
C 2.13613 9.44770 4.10561 -0.0204
C 3.06711 10.23197 6.40298 -0.0056
C 5.44780 12.58800 4.48636 -0.0435
H 10.95538 10.84443 -0.15377 0.0156
H 9.63427 9.72767 -1.00581 -0.0123
H 10.64513 9.11645 0.37622 -0.0432
H 5.83510 9.90179 2.13945 0.0426
H 6.65944 11.53621 2.05639 0.0618
H 1.75305 13.62453 4.71480 0.1457
H 1.90979 12.53665 6.28161 0.1434
H 2.55840 11.96905 3.32399 0.1751
H 1.34419 11.88077 4.61844 0.1593
H 2.16421 9.53182 2.99380 0.1115
H 1.12863 9.81761 4.42791 0.1004
H 2.27116 8.36959 4.35460 0.1085
H 3.27659 9.16732 6.67059 0.1151
H 1.97743 10.46263 6.66974 0.1132
H 3.77100 10.80619 6.99499 0.1000
H 4.58367 12.74445 5.11560 0.0513
H 5.28019 13.29482 3.65133 0.0998
H 6.33784 13.01472 5.01444 0.1178
C 0.73080 2.59203 -5.82428 -0.0065
C 0.08568 1.79598 -6.98725 -0.4427
C 0.94882 0.80270 -7.74205 -0.1135
C 0.22240 -0.29189 -8.58645 -0.1327
C -0.69238 -1.20369 -7.67824 -0.1051
C -1.74643 -0.37131 -6.93352 -0.3917
N -1.01878 0.89304 -6.28134 0.0837
O -1.46184 1.17859 -5.15072 0.1527
C -2.44808 -1.04200 -5.74236 -0.0200
C -2.86086 0.17827 -7.90318 0.0267
C -0.63887 2.68131 -7.92009 -0.0206
H 0.04833 3.36596 -5.38619 0.1086
H 1.63237 3.04252 -6.21092 0.0977
H 0.98456 1.85758 -5.04432 0.0825
H 1.69193 0.33908 -7.00546 0.1317
H 1.56509 1.48057 -8.34306 0.1349
H 0.98114 -0.98804 -9.07400 0.1434
H -0.27721 0.04451 -9.47055 0.0924
H -0.00728 -1.87044 -7.11790 0.1321
H -1.27741 -1.85448 -8.33663 0.1296
H -1.67820 -1.25158 -4.96879 0.0994
H -2.85755 -1.98566 -6.10079 0.1026
H -3.10169 -0.26229 -5.35367 0.0877
H -2.51120 0.42050 -8.89615 0.0936
H -3.27904 1.03017 -7.46093 0.0696
H -3.53777 -0.62794 -7.86143 0.0844
H -0.45465 2.53211 -9.00251 0.1166
H -0.14833 3.63875 -7.73175 0.1001
H -1.69702 2.89167 -7.81810 0.0967
C -0.25516 0.41903 5.78241 0.0085
C -0.95326 -0.63889 4.90885 -0.4965
C -2.30774 -0.12766 4.43366 -0.1041
C -2.97753 -1.15427 3.45505 -0.1352
C -2.14600 -1.26016 2.16234 -0.0846
C -0.64976 -1.65110 2.48309 -0.3465
N -0.11039 -0.98509 3.80366 -0.0207
O 1.05421 -0.85774 3.92796 0.2059
C 0.30528 -1.24980 1.34006 -0.0261
C -0.50924 -3.18847 2.76924 0.0260
C -1.12870 -1.89085 5.77063 0.0180
H -0.99191 1.08089 6.30100 0.1282
H 0.44138 0.92092 5.09202 0.0953
H 0.43765 -0.02538 6.41228 0.0659
H -2.19792 0.87932 3.95230 0.1421
H -2.88058 0.00329 5.35547 0.1317
H -4.00033 -0.89807 3.25913 0.1142
H -2.97440 -2.11625 3.99823 0.1021
H -2.07248 -0.25558 1.72695 0.1187
H -2.56606 -2.01037 1.49575 0.1113
H 1.38975 -1.52512 1.46637 0.0997
H 0.39311 -0.11783 1.19220 0.1104
H -0.04556 -1.60499 0.39075 0.0885
H -0.55471 -3.61590 1.82267 0.0681
H -1.28897 -3.58299 3.37388 0.0581
H 0.39348 -3.29175 3.38813 0.1000
H -1.82689 -2.60666 5.37104 0.0673
H -1.51817 -1.49989 6.71091 0.1161
H -0.18016 -2.46903 5.87821 0.1241
C 1.53632 -5.14027 -1.43157 -0.0441
C 1.07342 -5.90253 -2.66659 -0.4124
C 0.67863 -7.35890 -2.19995 -0.0994
C -0.07533 -8.17445 -3.31267 -0.1421
C -1.48877 -7.59792 -3.32793 -0.1257
C -1.57074 -6.06292 -3.66463 -0.3737
N -0.23079 -5.21321 -3.15898 -0.0219
O -0.30422 -4.12302 -3.25072 0.2487
C -2.69645 -5.35742 -2.96970 -0.0250
C -1.55221 -5.74784 -5.19904 -0.0014
C 2.11295 -5.72729 -3.81957 0.0146
H 0.67266 -4.89475 -0.72389 0.1077
H 1.96603 -4.12794 -1.64956 0.0921
H 2.29935 -5.69615 -0.87230 0.0997
H 0.16355 -7.23252 -1.23045 0.1266
H 1.62056 -7.86288 -2.08634 0.1178
H -0.13347 -9.25795 -3.31488 0.1217
H 0.55779 -7.94621 -4.17999 0.0993
H -1.96171 -7.70869 -2.34072 0.1096
H -2.12274 -8.14564 -4.06308 0.1387
H -2.70379 -4.38576 -3.44626 0.0749
H -2.69055 -5.23152 -1.87384 0.0676
H -3.58406 -5.96747 -3.31624 0.1350
H -1.66902 -4.66772 -5.31771 0.0688
H -2.53934 -6.17806 -5.55546 0.1231
H -0.72532 -6.14667 -5.78303 0.0908
H 3.07729 -5.77038 -3.27404 0.1120
H 2.00980 -4.74861 -4.33966 0.0767
H 1.88872 -6.49059 -4.57781 0.0787
C 3.68671 -0.85102 -4.91920 -0.0438
C 2.27509 -1.48614 -4.25777 -0.8427
O 2.61613 -2.54273 -3.89501 -0.0070
O 1.32484 -0.76220 -4.30231 -0.0275
H 4.46975 -1.61445 -4.85990 0.0330
H 3.97203 -0.12150 -4.20308 0.0135
H 3.55838 -0.56945 -5.95947 0.0221
C -3.66355 -6.53968 0.52033 -0.0098
C -3.23210 -5.12621 0.91486 -0.7507
O -3.03799 -4.88621 2.10725 -0.0847
O -2.92056 -4.12553 0.18229 -0.1241
H -4.64683 -6.61137 0.04714 0.0788
H -3.64864 -7.04079 1.48754 0.0510
H -2.85722 -6.92573 -0.15139 0.0652
```